Record 1
A cluster of 25 separate species, H50O25 in total at a distorted geometry. Source: OMol25; level of theory: ωB97M-V/def2-TZVPD.

The geometry in XYZ format:
```
75
Properties=species:S:1:pos:R:3:forces:R:3:mulliken_charge:R:1
O 7.19852 7.27918 11.53787 0.14 -0.30 -0.01 -0.5304
H 6.49398 6.69204 11.26382 -0.26 -0.22 0.02 0.2437
H 7.18018 7.99100 10.89819 0.06 0.74 -0.32 0.2440
O 11.92628 7.61062 10.38512 0.28 -0.32 -1.01 -0.4330
H 11.23832 8.26812 10.28193 -0.34 0.50 0.03 0.1729
H 11.73638 7.19453 11.22598 -0.21 -0.21 0.47 0.4208
O 9.07941 11.74616 8.91429 -0.27 -0.04 0.10 -0.8791
H 9.86120 11.29196 9.22853 0.33 -0.51 0.14 0.1510
H 9.11798 11.65931 7.96181 -0.02 0.14 -0.70 0.3572
O 6.42490 9.29466 15.10419 -0.80 -0.22 0.51 -0.6239
H 7.19586 9.49337 14.57280 0.65 0.16 -0.32 0.4527
H 5.68256 9.48578 14.53093 -0.24 -0.05 -0.06 0.3028
O 8.80326 9.81511 14.01122 -0.03 -0.50 -1.10 -0.6942
H 8.95339 10.74033 14.20527 -0.18 0.47 0.48 0.3564
H 9.28724 9.34578 14.69071 0.55 -0.23 0.49 0.3166
O 7.91010 5.78487 13.68782 0.45 -0.62 0.27 -0.6432
H 7.71906 6.44682 13.02332 -0.14 0.49 -0.34 0.4098
H 8.16290 6.28790 14.46195 -0.12 0.11 0.29 0.3480
O 9.66418 5.60764 10.16250 0.02 -0.39 -0.30 -0.5703
H 9.22556 6.43959 9.98450 -0.11 0.24 0.07 0.2548
H 9.50784 5.44825 11.09330 -0.17 -0.01 0.37 0.2963
O 10.79786 13.98642 13.05486 0.54 0.26 0.42 -0.6248
H 10.17526 13.41042 12.61122 -0.60 -0.30 -0.64 0.3200
H 10.90538 14.72787 12.45910 -0.07 0.24 -0.17 0.2991
O 12.32750 5.16107 9.00231 0.57 -0.66 -0.40 -0.6854
H 12.51468 6.01399 9.39439 -0.22 0.42 0.10 0.3669
H 11.47984 4.90929 9.36879 -0.39 0.20 0.10 0.3116
O 14.18278 8.63407 11.07849 1.13 0.42 0.62 -0.6645
H 13.46502 8.22792 10.59258 -0.66 -0.26 -0.16 0.4607
H 14.20572 9.53728 10.76239 0.13 0.30 -0.11 0.2896
O 13.92754 11.30913 9.05325 0.11 0.13 0.26 -0.5635
H 13.44426 10.91831 8.32530 -0.39 -0.42 -0.44 0.3362
H 14.63672 11.79787 8.63560 0.25 0.18 0.11 0.2648
O 9.43040 11.23468 6.10099 -0.05 -0.19 0.13 -0.5591
H 8.90337 11.37263 5.31395 -0.29 0.08 -0.16 0.2578
H 10.33213 11.37956 5.81441 0.34 0.16 0.06 0.2899
O 4.87890 10.73420 10.77155 -0.32 0.06 0.12 -0.6037
H 5.49768 10.52225 10.07267 0.34 -0.34 -0.20 0.3361
H 5.27342 11.48021 11.22328 -0.01 0.18 0.15 0.2966
O 7.27694 9.25787 9.39321 -0.44 0.12 0.93 -0.6630
H 7.66694 10.05371 9.03159 0.53 0.39 0.05 0.2251
H 7.00746 8.75273 8.62610 -0.03 -0.19 -0.50 0.4159
O 12.57942 11.66740 14.60705 -0.46 -0.17 0.33 -0.5441
H 12.68048 11.78356 13.66231 0.08 -0.03 -0.49 0.2480
H 13.46290 11.77833 14.95834 0.20 0.01 0.11 0.2783
O 8.81940 12.63951 11.44064 0.18 0.22 0.77 -0.5707
H 8.94074 12.15535 10.62388 -0.10 0.09 -0.47 0.4605
H 7.94374 12.39263 11.73814 -0.18 0.00 0.27 0.2335
O 12.22592 10.15249 7.10488 -0.04 0.34 -0.08 -0.6516
H 12.37508 10.10365 6.16063 0.27 -0.14 -0.24 0.2720
H 11.40400 9.68167 7.24269 -0.25 -0.31 0.24 0.3016
O 12.47350 11.76844 11.35564 -0.75 -0.30 0.59 -0.3628
H 12.70274 12.67934 11.53984 0.07 0.42 0.16 0.2466
H 12.74826 11.63040 10.44918 0.63 -0.08 -0.51 0.1626
O 9.09290 12.44909 14.82632 -0.35 -0.25 -0.18 -0.6184
H 9.83907 12.39387 14.22934 0.46 0.37 0.01 0.2535
H 9.43822 12.89129 15.60185 0.09 0.06 0.23 0.2899
O 13.14304 8.16217 14.22598 -0.02 0.11 0.78 -0.6932
H 12.45508 7.77904 13.68177 0.06 -0.26 -0.49 0.3835
H 13.51434 8.86063 13.68700 0.20 0.16 -0.34 0.3261
O 7.35184 8.03587 7.07425 0.00 -0.14 -0.32 -0.5813
H 7.29560 8.24427 6.14170 -0.12 0.14 -0.22 0.2589
H 7.67178 7.13408 7.09975 0.13 -0.35 0.10 0.2853
O 10.22902 9.69693 10.75346 -0.16 0.11 -0.64 -0.2056
H 10.77564 10.38445 11.13395 0.61 0.41 0.47 0.1506
H 9.58757 9.49569 11.43485 -0.43 -0.09 0.41 0.1332
O 11.10436 9.33882 15.94185 -0.99 -0.13 0.41 -0.6991
H 11.23930 10.20966 15.56813 0.38 0.35 -0.15 0.2887
H 11.80568 8.80569 15.56746 0.65 -0.14 -0.35 0.3848
O 11.66622 6.31813 12.69304 -0.22 -0.12 0.22 -0.6760
H 11.18086 6.09297 13.48674 -0.44 -0.09 0.23 0.3002
H 12.18894 5.53927 12.50232 0.38 -0.26 -0.13 0.2550
O 13.53922 14.13555 13.27819 0.53 0.09 -0.30 -0.6116
H 13.98414 14.53584 14.02521 0.24 0.09 0.09 0.3045
H 12.62924 14.04522 13.56105 -0.69 -0.16 0.11 0.3379
```
Positions in Å, forces in eV/Å.

Properties
HOMO energy (eV): -10.1
Charge: 0
HOMO-LUMO gap (Eh): 0.340
ΔE to the lowest compared entry with this formula, charge and spin (eV): 2.8399
Calculated total energy (Eh): -1911.03522
Max |F| (eV Å⁻¹): 1.36


Record 2
A cluster of 2 separate species, C3H8OS in total at a distorted geometry. Source: OMol25; level of theory: ωB97M-V/def2-TZVPD.

The geometry in XYZ format:
```
13
Properties=species:S:1:pos:R:3:forces:R:3:mulliken_charge:R:1
C -2.04213 -0.64229 -0.70562 -1.90 0.46 -0.17 -0.6231
C -1.73274 -0.94071 0.54155 1.03 1.48 0.54 -0.0867
O -0.52030 -0.47482 1.09623 -0.74 -0.43 0.16 -0.4527
H -2.96130 -1.00376 -1.16362 0.04 -0.27 0.42 0.2590
H -1.75852 0.27980 -1.18560 1.33 -0.27 -0.37 0.2389
H -2.41926 -1.36003 1.27470 0.45 -0.89 -0.36 0.3598
H -0.49568 0.47593 1.26623 -0.24 -0.08 -0.13 0.3108
C 1.78700 0.71552 -0.69420 1.23 -2.08 0.99 -0.5535
S 2.53521 1.27411 0.90902 -0.42 1.05 -0.59 -0.2293
H 0.71471 0.64354 -0.80363 -0.11 0.59 0.24 0.0490
H 2.15414 -0.31669 -0.72239 -0.38 -0.07 -0.19 0.2424
H 2.31659 1.13332 -1.52937 -0.01 0.89 -0.13 0.3570
H 2.42229 0.21608 1.71668 -0.29 -0.38 -0.41 0.1286
```
Positions in Å, forces in eV/Å.

Properties
HOMO energy (eV): -9.1
Charge: 0
HOMO-LUMO gap (Eh): 0.369
ΔE to the lowest compared entry with this formula, charge and spin (eV): 1.8409
Calculated total energy (Eh): -592.45040
Max |F| (eV Å⁻¹): 2.61
SMILES string: C=CO.CS


Record 3
A cluster of 8 separate species, C30H50N4O4 in total at a distorted geometry. Source: OMol25; level of theory: ωB97M-V/def2-TZVPD.

The geometry in XYZ format:
```
88
Properties=species:S:1:pos:R:3:forces:R:3:mulliken_charge:R:1
C 3.22869 3.53306 2.98523 2.22 -0.32 1.64 -0.9630
C 2.16361 3.68094 2.10795 -0.20 0.54 -0.62 0.4670
C 1.66545 4.91690 2.37197 -0.70 1.33 0.71 -0.6369
N 2.36052 5.46349 3.43078 -0.44 1.19 -0.44 -0.0341
C 3.38269 4.66684 3.81174 -0.73 -2.09 -1.29 -0.5768
H 3.89647 2.68512 3.02360 -0.06 -0.07 0.07 0.4024
H 1.83896 3.05797 1.28763 0.06 -0.18 0.34 0.3044
H 0.85082 5.49537 1.96190 0.02 -0.21 -0.17 0.4676
H 2.26799 6.42955 3.71054 -0.17 -0.28 0.02 0.2080
H 4.02201 4.86677 4.65891 -0.03 0.03 -0.25 0.3782
C -2.47327 -0.40140 -3.73791 -1.85 -1.32 -2.22 -0.9002
C -1.52108 0.05539 -2.89087 1.60 1.05 1.76 0.9132
C -0.31493 0.11518 -3.56361 0.43 -0.61 -0.18 -1.2087
N -0.48722 -0.43531 -4.83076 -2.12 0.66 1.55 -0.0353
C -1.87541 -0.70990 -4.91697 1.74 -0.19 -1.71 -0.7634
H -3.53453 -0.52979 -3.58415 0.12 0.05 0.32 0.4912
H -1.81173 0.26884 -1.87285 0.66 0.47 0.13 0.2970
H 0.66744 0.45201 -3.26712 -0.11 -0.05 0.17 0.5190
H 0.21983 -0.45964 -5.55158 -0.42 -0.03 0.12 0.1913
H -2.27142 -1.06086 -5.85847 -0.08 -0.06 0.16 0.4299
C -1.14543 2.34913 6.12424 -0.26 1.50 -0.28 -0.4114
C -0.74508 1.03279 6.06466 0.30 -2.24 -2.04 -0.6684
C -0.53877 0.73038 4.69941 0.01 0.77 0.86 -0.3401
N -0.78308 1.87646 3.98317 0.36 -0.91 0.30 0.4862
C -1.14920 2.86711 4.82619 0.04 0.34 1.04 -0.6092
H -1.36411 2.88198 7.03784 -0.11 0.15 -0.19 0.3916
H -0.70296 0.26423 6.82224 0.10 0.32 0.21 0.3839
H -0.15893 -0.13431 4.17555 -0.16 -0.08 0.24 0.3649
H -0.56807 1.92038 2.99730 -0.21 0.40 -0.01 0.1841
H -1.31088 3.88662 4.50863 -0.07 -0.20 -0.14 0.4287
C 0.38896 4.65359 -3.62200 1.51 -1.12 -0.80 -0.5779
C 1.28861 3.73693 -2.76860 1.04 0.21 -0.42 -0.5253
C 0.62672 3.61242 -1.40755 -1.12 0.62 -1.75 0.9653
O -0.59478 4.38011 -1.58173 -1.18 0.93 0.18 -0.5026
C -0.94899 4.51386 -3.01975 1.03 -1.23 1.26 -0.2503
H 0.38580 4.23678 -4.62915 0.09 0.46 -0.31 0.2997
H 0.81973 5.65475 -3.60763 -0.45 0.12 -0.10 0.2931
H 2.26187 4.21659 -2.66474 0.16 -0.17 -0.06 0.3477
H 1.46013 2.76874 -3.23901 -0.12 -0.02 -0.05 0.1484
H 1.27863 4.05621 -0.65512 -0.58 -0.05 0.32 -0.1332
H 0.36214 2.57249 -1.21611 0.07 0.07 0.43 -0.5354
H -1.59492 5.30346 -3.40368 -0.31 0.34 1.37 0.3754
H -1.39280 3.56161 -3.31020 -0.15 -0.12 -0.14 0.0744
C -3.19860 -0.37741 1.38977 1.31 -0.27 0.93 0.4559
C -3.84285 -1.71385 1.17765 0.29 -0.86 2.11 -0.7886
C -4.07516 -1.75047 -0.28190 -0.53 0.37 -0.15 0.2267
O -4.31821 -0.38908 -0.62857 -0.61 0.38 -1.32 -0.4880
C -3.77668 0.49993 0.32022 0.36 0.00 0.72 -0.3413
H -2.13342 -0.53488 1.22043 0.06 0.35 -0.03 -0.7306
H -3.28050 0.07405 2.37850 -0.12 -0.26 0.10 0.4640
H -4.66879 -1.78669 1.88519 -0.85 -0.07 -0.75 0.2753
H -3.24748 -2.57912 1.46911 0.50 0.12 0.11 0.2768
H -4.93177 -2.39714 -0.47202 -0.12 0.28 -0.65 0.3474
H -3.21100 -2.10426 -0.84417 0.01 -0.20 0.10 -0.2197
H -4.53911 1.17365 0.71126 -0.24 -0.05 -0.16 0.3526
H -2.92725 1.10885 0.01073 -0.24 0.26 -0.97 0.1015
C -0.35353 -4.22553 -2.45322 0.27 -0.91 -0.59 -0.1219
C -0.12954 -4.91334 -1.13232 -0.57 0.78 1.78 0.1867
C -1.54006 -4.74492 -0.38989 -0.13 -1.05 -2.22 -0.4266
O -2.40425 -4.19794 -1.42136 -0.01 0.72 0.58 -0.4018
C -1.82031 -4.41626 -2.68583 -0.27 0.72 -0.07 -0.5195
H 0.20629 -4.80737 -3.18546 0.28 0.70 -0.40 0.4310
H -0.10741 -3.16452 -2.41119 0.16 -0.09 -0.24 -0.1963
H 0.67155 -4.38269 -0.61777 0.02 -0.20 0.37 -0.5200
H 0.18907 -5.94970 -1.24434 -0.31 0.00 0.08 0.4519
H -1.60960 -4.14414 0.51694 0.24 0.10 -0.20 0.1833
H -2.04858 -5.70097 -0.26550 0.70 -0.40 0.91 0.3076
H -2.22064 -3.66147 -3.36267 -0.17 -0.11 -0.08 0.3400
H -2.03484 -5.41138 -3.07547 -0.12 -0.27 0.02 0.2944
C 3.91544 -3.63414 -0.31144 -0.35 -1.03 -1.78 -0.2286
C 3.40961 -3.66282 1.07013 -0.69 -0.15 2.08 -0.3673
C 3.97929 -2.40167 1.72855 -0.29 -0.50 0.19 -0.3717
O 5.02547 -1.99178 0.88575 1.20 0.31 -0.38 -0.4582
C 4.67852 -2.35279 -0.44741 -0.73 0.24 0.19 -0.4754
H 3.08827 -3.59444 -1.02017 -0.02 -0.33 -0.20 -0.0638
H 4.50652 -4.52152 -0.53788 0.10 0.10 -0.08 0.4070
H 3.78752 -4.50417 1.65101 -0.05 -0.20 -0.25 0.4171
H 2.32341 -3.70477 1.15081 -0.06 0.03 -0.05 0.1228
H 4.34472 -2.67468 2.71852 0.38 0.38 -0.05 0.3242
H 3.23762 -1.61658 1.87565 -0.16 0.27 -0.22 0.1612
H 5.47423 -2.46132 -1.18440 0.57 0.40 0.69 0.3728
H 3.97048 -1.62062 -0.83563 0.06 0.50 -0.15 0.1927
C 0.37641 -1.08763 -0.02103 -0.44 1.10 1.31 0.4663
C 0.04079 0.26730 0.56538 -0.28 0.41 -0.05 0.0975
N -0.26350 1.29499 1.01841 0.68 -1.78 -0.77 -0.5750
H -0.02696 -1.19389 -1.02806 0.39 0.20 -0.04 -0.3911
H -0.11109 -1.83167 0.60893 -0.14 -0.02 0.05 0.2602
H 1.44658 -1.24380 0.11477 0.02 0.02 -0.54 0.0277
```
Positions in Å, forces in eV/Å.

Properties
HOMO energy (eV): -7.5
Charge: 0
HOMO-LUMO gap (Eh): 0.288
Calculated total energy (Eh): -1692.90675
Max |F| (eV Å⁻¹): 3.18
SMILES string: c1cc[nH]c1.c1cc[nH]c1.c1cc[nH]c1.C1CCOC1.C1CCOC1.C1CCOC1.C1CCOC1.CC#N